# 1
ORCA calculation (ωB97M-V/def2-TZVPD) on a molecular structure, C55H48AsCeNOP2S9 in a non-equilibrium geometry.

Geometry as ORCA input:
```
! RIJCOSX wB97M-V def2-TZVPD def2/J DEFGRID3
* xyz 0 1
Ce -1.04 0.00 1.33
O -1.98 -1.91 0.11
S -1.49 -3.31 -0.15
C 0.09 -3.84 0.61
C -0.15 -5.04 1.24
C 0.89 -5.69 1.92
C 2.13 -5.03 2.00
C 2.34 -3.85 1.39
C 1.32 -3.21 0.68
P 1.68 -1.53 -0.02
C 2.51 -2.04 -1.61
C 2.44 -3.35 -2.07
C 3.07 -3.73 -3.22
C 3.88 -2.84 -3.94
C 3.94 -1.54 -3.47
C 3.30 -1.15 -2.32
C 3.16 -0.82 0.79
C 3.00 0.34 1.56
C 4.05 0.95 2.22
C 5.33 0.38 2.07
C 5.52 -0.75 1.27
C 4.45 -1.29 0.60
C -1.08 -3.26 -1.88
C -0.94 -4.55 -2.37
C -0.79 -4.75 -3.74
C -0.79 -3.66 -4.58
C -0.92 -2.35 -4.08
C -1.03 -2.11 -2.71
P -1.31 -0.38 -2.10
C -3.04 -0.19 -2.78
C -3.32 0.18 -4.09
C -4.61 0.23 -4.56
C -5.69 -0.01 -3.74
C -5.42 -0.37 -2.39
C -4.10 -0.43 -1.94
C -0.38 0.68 -3.24
C 0.90 0.37 -3.75
C 1.65 1.40 -4.31
C 1.18 2.72 -4.35
C -0.06 3.00 -3.87
C -0.84 2.01 -3.29
H -1.17 -5.42 1.28
H 0.70 -6.66 2.34
H 2.93 -5.45 2.57
H 3.26 -3.36 1.53
H 1.80 -4.09 -1.59
H 2.94 -4.71 -3.60
H 4.43 -3.18 -4.83
H 4.55 -0.84 -4.03
H 3.49 -0.10 -2.03
H 2.01 0.74 1.69
H 3.95 1.89 2.74
H 6.16 0.87 2.58
H 6.48 -1.15 1.14
H 4.61 -2.22 0.04
H -1.03 -5.39 -1.63
H -0.73 -5.76 -4.15
H -0.69 -3.87 -5.62
H -0.92 -1.50 -4.76
H -2.54 0.44 -4.79
H -4.77 0.46 -5.60
H -6.69 0.01 -4.15
H -6.23 -0.61 -1.73
H -3.85 -0.71 -0.93
H 1.33 -0.67 -3.74
H 2.67 1.24 -4.59
H 1.94 3.45 -4.64
H -0.49 3.97 -3.96
H -1.81 2.25 -2.91
S 3.20 0.44 5.78
As 3.66 -1.60 5.29
S -1.15 -1.87 2.90
S 0.72 -1.21 2.78
S 2.39 -2.99 6.13
C 0.06 2.08 5.73
C 0.73 2.54 4.43
S -0.37 2.62 2.99
C -1.96 3.31 3.57
C -3.07 2.44 4.24
S -3.04 0.71 3.72
C -3.04 -0.20 5.28
C -2.05 0.30 6.32
S -0.37 0.34 5.64
H -0.81 2.69 5.91
H 0.75 2.22 6.51
H 1.55 1.84 4.19
H 1.14 3.53 4.54
H -2.31 3.73 2.61
H -1.73 4.14 4.24
H -4.02 2.86 3.97
H -2.93 2.43 5.34
H -2.76 -1.19 4.97
H -4.06 -0.22 5.70
H -1.99 -0.30 7.24
H -2.26 1.29 6.65
S -0.40 4.73 -0.50
C 1.16 4.06 -0.78
C 2.38 4.69 -1.12
C 3.49 3.87 -1.27
C 3.39 2.50 -1.15
C 2.22 1.86 -0.87
C 1.10 2.66 -0.64
N -0.14 2.18 -0.19
C -1.04 3.14 -0.18
C -2.47 2.97 0.04
C -3.32 3.90 -0.40
C -4.70 3.72 -0.28
C -5.13 2.53 0.29
C -4.20 1.56 0.79
C -2.83 1.75 0.67
H 2.42 5.76 -1.27
H 4.42 4.38 -1.57
H 4.26 1.93 -1.40
H 2.09 0.80 -0.79
H -2.94 4.83 -0.85
H -5.41 4.41 -0.64
H -6.17 2.35 0.41
H -4.65 0.63 1.19
*
```

Output
Total energy, eV: -251213.683
Largest force on an atom, eV/A: 3.4
Frontier orbital gap (alpha / beta), eV: 4.80 / 5.43
LUMO energy (alpha / beta), eV: -1.11 / -0.49

Mulliken atomic charge list, values in e, 2 entries:
1 Ce -0.392
2 O -0.257

***

# 2
ORCA calculation (ωB97M-V/def2-TZVPD) on a molecular structure, C55H48AsN3O2PRe in a non-equilibrium geometry.

Geometry as ORCA input:
```
! RIJCOSX wB97M-V def2-TZVPD def2/J DEFGRID3
* xyz 1 2
Re 0.52 -1.59 -1.64
O -1.29 -2.24 -2.06
C -1.72 -3.48 -2.25
C -3.11 -3.64 -2.40
C -3.66 -4.90 -2.55
C -2.85 -6.04 -2.57
C -1.49 -5.89 -2.45
C -0.90 -4.62 -2.30
C 0.54 -4.57 -2.26
N 1.26 -3.52 -2.14
C 2.72 -3.65 -2.18
C 3.32 -2.46 -1.45
N 2.59 -1.29 -1.94
C 3.21 -0.47 -2.72
C 2.60 0.48 -3.58
C 3.40 1.46 -4.20
C 2.87 2.33 -5.11
C 1.51 2.21 -5.45
C 0.72 1.24 -4.90
C 1.23 0.35 -3.93
O 0.44 -0.55 -3.42
H -3.72 -2.75 -2.38
H -4.73 -5.00 -2.65
H -3.29 -7.02 -2.68
H -0.84 -6.76 -2.48
H 1.05 -5.53 -2.35
H 3.04 -3.63 -3.23
H 3.04 -4.60 -1.75
H 4.39 -2.38 -1.66
H 3.17 -2.56 -0.38
H 4.30 -0.55 -2.77
H 4.45 1.51 -3.94
H 3.48 3.09 -5.57
H 1.08 2.89 -6.18
H -0.32 1.13 -5.18
C -0.76 0.59 1.00
C -1.49 1.84 1.49
As -1.08 2.14 3.40
C 0.81 2.56 3.12
C 1.77 1.76 3.74
C 3.13 2.03 3.56
C 3.53 3.09 2.76
C 2.57 3.88 2.14
C 1.22 3.62 2.32
C -1.74 3.98 3.52
C -1.14 4.83 4.45
C -1.60 6.13 4.60
C -2.67 6.59 3.84
C -3.27 5.74 2.93
C -2.81 4.44 2.77
P -0.71 0.39 -0.82
C -2.43 0.32 -1.38
C -3.44 -0.11 -0.52
C -4.73 -0.29 -0.99
C -5.03 -0.05 -2.33
C -4.02 0.35 -3.20
C -2.73 0.53 -2.73
C -0.02 1.98 -1.35
C 1.34 2.17 -1.15
C 1.94 3.38 -1.46
C 1.18 4.41 -1.98
C -0.19 4.24 -2.17
C -0.79 3.03 -1.85
H -1.14 -0.32 1.47
H 0.30 0.64 1.28
H -2.57 1.74 1.37
H -1.17 2.72 0.95
H 1.46 0.93 4.37
H 3.87 1.41 4.06
H 4.58 3.30 2.63
H 2.88 4.71 1.52
H 0.49 4.26 1.84
H -0.30 4.49 5.04
H -1.12 6.79 5.32
H -3.03 7.60 3.97
H -4.11 6.09 2.34
H -3.30 3.79 2.06
H -3.23 -0.31 0.52
H -5.51 -0.62 -0.32
H -6.03 -0.19 -2.70
H -4.24 0.52 -4.24
H -1.94 0.81 -3.41
H 1.94 1.36 -0.74
H 3.00 3.51 -1.30
H 1.64 5.36 -2.23
H -0.79 5.05 -2.56
H -1.86 2.91 -1.99
N 0.77 -2.00 0.14
C 0.75 -2.38 1.35
C 1.62 -1.74 2.38
C 1.34 -1.87 3.74
C 2.14 -1.24 4.68
C 3.23 -0.48 4.27
C 3.50 -0.33 2.92
C 2.70 -0.95 1.98
C -0.20 -3.47 1.71
C 0.24 -4.57 2.45
C -0.62 -5.63 2.70
C -1.93 -5.60 2.21
C -2.36 -4.50 1.47
C -1.50 -3.45 1.22
H 0.48 -2.45 4.06
H 1.91 -1.34 5.73
H 3.86 0.00 5.01
H 4.34 0.28 2.60
H 2.89 -0.81 0.92
H 1.25 -4.60 2.83
H -0.28 -6.48 3.26
H -2.60 -6.42 2.40
H -3.37 -4.47 1.08
H -1.83 -2.61 0.62
*
```

Output
Total energy, eV: -138633.393
Energy above the lowest of the compared OMol25 structures with the same formula, charge and spin, kJ/mol: 66.87
Largest force on an atom, eV/A: 1.7
<S²>: 0.771
Frontier orbital gap (alpha / beta), eV: 6.99 / 6.31
LUMO energy (alpha / beta), eV: -2.82 / -3.79

Mulliken atomic charge list, values in e, 2 entries:
1 Re 1.783
2 O -0.155

***

# 3
ORCA calculation (ωB97M-V/def2-TZVPD) on a molecular structure, C55H48FN4OP2STi.

Geometry as ORCA input:
```
! RIJCOSX wB97M-V def2-TZVPD def2/J DEFGRID3
* xyz 2 2
Ti 0.42 0.02 0.71
C -2.09 -2.33 -0.82
C -1.60 -2.47 -2.25
C -2.41 -1.66 -3.25
C -2.39 -2.02 -4.59
C -3.05 -1.21 -5.50
C -3.73 -0.09 -5.05
C -3.72 0.17 -3.69
N -3.08 -0.60 -2.80
N -1.10 -1.99 0.27
C -1.95 -2.04 1.48
C -1.15 -1.88 2.73
C -1.61 -2.39 3.94
C -0.79 -2.28 5.06
C 0.46 -1.69 4.91
C 0.82 -1.19 3.68
N 0.02 -1.26 2.60
C -0.11 -3.09 0.33
C 1.20 -2.76 -0.34
C 2.01 -3.79 -0.79
C 3.19 -3.48 -1.44
C 3.52 -2.15 -1.64
C 2.66 -1.19 -1.14
N 1.53 -1.47 -0.47
H -2.89 -1.59 -0.77
H -2.51 -3.29 -0.51
H -0.56 -2.19 -2.36
H -1.67 -3.52 -2.55
H -1.86 -2.90 -4.92
H -3.05 -1.46 -6.56
H -4.26 0.56 -5.73
H -4.25 1.02 -3.28
H -2.71 -1.26 1.41
H -2.48 -3.00 1.52
H -2.58 -2.86 3.99
H -1.12 -2.67 6.01
H 1.14 -1.62 5.74
H 1.77 -0.70 3.54
H 0.09 -3.37 1.36
H -0.53 -3.98 -0.15
H 1.70 -4.81 -0.65
H 3.84 -4.27 -1.80
H 4.41 -1.85 -2.16
H 2.89 -0.15 -1.29
O -0.14 0.03 -3.07
S 0.13 0.96 -1.96
C 1.52 1.94 -2.57
C 1.66 2.03 -3.95
C 2.63 2.87 -4.46
C 3.45 3.60 -3.60
C 3.34 3.45 -2.24
C 2.39 2.58 -1.70
P 2.25 2.14 0.04
C 3.89 1.47 0.49
C 4.12 1.04 1.81
C 5.34 0.49 2.16
C 6.34 0.33 1.22
C 6.12 0.74 -0.08
C 4.91 1.31 -0.45
C 2.11 3.77 0.83
C 1.41 4.76 0.14
C 1.33 6.05 0.64
C 1.94 6.35 1.85
C 2.61 5.37 2.56
C 2.71 4.08 2.05
C -1.13 2.24 -1.96
C -1.39 2.89 -3.16
C -2.42 3.81 -3.24
C -3.21 4.06 -2.13
C -2.98 3.38 -0.94
C -1.91 2.48 -0.83
P -1.68 1.61 0.76
C -1.29 2.86 2.02
C -0.97 2.40 3.30
C -0.75 3.30 4.32
C -0.83 4.67 4.08
C -1.14 5.13 2.82
C -1.37 4.23 1.78
C -3.37 1.06 1.14
C -3.94 1.22 2.40
C -5.22 0.75 2.65
C -5.95 0.13 1.64
C -5.39 -0.02 0.38
C -4.11 0.44 0.12
H 1.02 1.45 -4.60
H 2.76 2.96 -5.53
H 4.20 4.28 -4.01
H 4.01 3.98 -1.57
H 3.34 1.15 2.55
H 5.50 0.18 3.19
H 7.29 -0.10 1.50
H 6.90 0.64 -0.83
H 4.77 1.62 -1.47
H 0.94 4.53 -0.81
H 0.80 6.81 0.08
H 1.88 7.36 2.24
H 3.08 5.61 3.50
H 3.27 3.34 2.60
H -0.81 2.65 -4.04
H -2.62 4.31 -4.17
H -4.03 4.76 -2.19
H -3.62 3.55 -0.09
H -0.90 1.34 3.49
H -0.51 2.94 5.32
H -0.65 5.37 4.89
H -1.19 6.19 2.62
H -1.60 4.61 0.80
H -3.40 1.72 3.19
H -5.67 0.89 3.63
H -6.95 -0.23 1.84
H -5.95 -0.50 -0.42
H -3.67 0.31 -0.86
F 1.20 0.85 2.12
*
```

Output
Total energy, eV: -121059.071
Energy above the lowest of the compared OMol25 structures with the same formula, charge and spin, kJ/mol: 63.14
Largest force on an atom, eV/A: 0.3
<S²>: 0.754
Frontier orbital gap (alpha / beta), eV: 8.00 / 7.94
LUMO energy (alpha / beta), eV: -4.97 / -5.04

Mulliken atomic charge list, values in e, 2 entries:
1 Ti 0.618
2 C -1.218

***

Which of these has the highest total energy?
C55H48FN4OP2STi